The following is a quantum chemistry calculation of a 2-piece molecular cluster, C11H15N overall in a non-equilibrium geometry, from the Open Molecules 2025 dataset.

Summary:
- Expectation value of S²: 0.771
- E_tot: -482.78724 Eh
- HOMO energy (alpha / beta): 0.739 / -2.815 eV
- Frontier orbital gap (alpha / beta): 2.618 / 6.061 eV

Geometry as ORCA input:
```
! RIJCOSX wB97M-V def2-TZVPD def2/J DEFGRID3
* xyz -1 2
C 3.503 1.809 1.437
C 2.505 1.987 2.594
H 4.418 2.334 1.719
H 3.557 0.718 1.203
H 3.027 2.344 0.567
H 1.448 2.103 2.129
H 2.457 3.030 2.903
H 2.680 1.360 3.559
C 1.307 -1.354 -1.455
C -1.094 -0.892 -1.084
C 0.165 -1.297 -0.543
C -2.024 -1.026 -0.049
C -0.013 -1.666 0.808
C -2.869 0.184 -2.354
C -3.799 0.089 -1.249
C -1.651 -0.406 -2.347
C -3.313 -0.415 -0.031
N -1.318 -1.377 1.129
H -3.310 0.414 -3.362
H -4.894 0.338 -1.538
H -1.135 -0.430 -3.224
H -3.891 -0.664 0.812
H 2.264 -1.090 -0.950
H 1.319 -0.549 -2.222
H 0.765 -1.840 1.384
H -1.433 -1.383 2.123
H 1.330 -2.322 -1.958
*
```

***

The following is a quantum chemistry calculation of a single C6H11N molecule in a non-equilibrium geometry, from the Open Molecules 2025 dataset.

Summary:
- SMILES: C/C=C/C=C/NC
- E_tot: -289.92023 Eh
- HOMO energy: -7.465 eV
- Frontier orbital gap: 8.587 eV

Geometry as ORCA input:
```
! RIJCOSX wB97M-V def2-TZVPD def2/J DEFGRID3
* xyz 0 1
C -0.405 2.833 -2.186
N -0.105 1.429 -2.113
C -0.572 0.650 -1.063
C 0.187 -0.191 -0.367
C -0.250 -1.144 0.642
C 0.632 -1.819 1.385
C 0.360 -2.489 2.693
H 0.074 3.344 -3.019
H -1.482 3.023 -2.289
H -0.155 3.373 -1.268
H 0.852 1.196 -2.340
H -1.648 0.678 -0.903
H 1.263 -0.084 -0.462
H -1.302 -1.204 0.892
H 1.689 -1.627 1.195
H 0.883 -3.444 2.764
H -0.702 -2.659 2.906
H 0.680 -1.866 3.533
*
```

***

The following is a quantum chemistry calculation of a 2-piece molecular cluster, C5H10O overall in a non-equilibrium geometry, from the Open Molecules 2025 dataset.

Summary:
- E_tot: -271.73473 Eh
- HOMO energy: -11.343 eV
- Frontier orbital gap: 12.501 eV

Geometry as ORCA input:
```
! RIJCOSX wB97M-V def2-TZVPD def2/J DEFGRID3
* xyz 0 1
C -1.165 -0.822 -0.309
C -0.132 0.288 -0.103
C -0.804 1.524 0.506
C 1.037 -0.197 0.767
C 2.107 -1.726 -1.451
O 1.931 -0.865 -2.172
H -2.011 -0.477 -0.915
H -1.562 -1.155 0.659
H -0.727 -1.694 -0.808
H 0.245 0.587 -1.093
H -0.104 2.359 0.629
H -1.621 1.874 -0.136
H -1.235 1.302 1.490
H 1.798 0.582 0.880
H 0.689 -0.508 1.756
H 1.552 -1.080 0.380
*
```

***

The following is a quantum chemistry calculation of a 2-piece molecular cluster, C5H13NO overall in a non-equilibrium geometry, from the Open Molecules 2025 dataset.

Summary:
- SMILES: CCC(N)=O.CC
- E_tot: -328.31641 Eh
- HOMO energy: -9.848 eV
- Frontier orbital gap: 10.740 eV

Geometry as ORCA input:
```
! RIJCOSX wB97M-V def2-TZVPD def2/J DEFGRID3
* xyz 0 1
C 0.314 1.767 -1.411
C 0.135 1.722 0.093
C 0.372 0.393 -2.035
O -0.385 -0.509 -1.741
N 1.369 0.197 -2.947
H -0.506 2.347 -1.831
H 1.205 2.341 -1.683
H 0.927 1.211 0.642
H 1.410 -0.724 -3.356
H 1.949 0.945 -3.278
H -0.779 1.198 0.382
H 0.078 2.734 0.495
C -0.937 -1.643 1.371
C -0.603 -1.776 2.835
H -0.084 -1.360 0.752
H -1.277 -2.564 0.896
H -1.708 -0.910 1.158
H -1.494 -1.869 3.438
H 0.070 -2.618 3.060
H -0.058 -0.883 3.161
*
```

***

What did the second record say?
The following is a quantum chemistry calculation of a single C6H11N molecule in a non-equilibrium geometry, from the Open Molecules 2025 dataset.

Summary:
- SMILES: C/C=C/C=C/NC
- E_tot: -289.92023 Eh
- HOMO energy: -7.465 eV
- Frontier orbital gap: 8.587 eV

Geometry as ORCA input:
```
! RIJCOSX wB97M-V def2-TZVPD def2/J DEFGRID3
* xyz 0 1
C -0.405 2.833 -2.186
N -0.105 1.429 -2.113
C -0.572 0.650 -1.063
C 0.187 -0.191 -0.367
C -0.250 -1.144 0.642
C 0.632 -1.819 1.385
C 0.360 -2.489 2.693
H 0.074 3.344 -3.019
H -1.482 3.023 -2.289
H -0.155 3.373 -1.268
H 0.852 1.196 -2.340
H -1.648 0.678 -0.903
H 1.263 -0.084 -0.462
H -1.302 -1.204 0.892
H 1.689 -1.627 1.195
H 0.883 -3.444 2.764
H -0.702 -2.659 2.906
H 0.680 -1.866 3.533
*
```

***

Question: What is the E_tot in the fourth record?
Answer: -328.31641 Eh

***

Question: E_tot of number 4 (C5H13NO)?
Answer: -328.31641 Eh